[1]
41
Properties=species:S:1:pos:R:3 method="wB97M-V/def2-TZVPD" max_force_ev_per_a=0.34 spin_multiplicity=1 total_charge=+2
Ir -1.15258 1.39101 0.50245
O -2.37070 2.50093 -0.62277
N -3.49533 1.92391 -1.10768
C -4.27580 2.68902 -1.90206
C -5.43785 2.16642 -2.39855
C -5.79022 0.85194 -2.08198
C -4.96836 0.09620 -1.27590
C -3.79864 0.66418 -0.77813
S -2.68944 -0.17575 0.28323
H -3.90920 3.68865 -2.08097
H -6.06305 2.78147 -3.02871
H -6.70549 0.42652 -2.46965
H -5.21091 -0.92423 -1.01352
I 3.46662 -1.88374 2.59112
C 1.90377 -0.56474 2.92540
C 1.64520 -0.01906 4.17766
C 0.58866 0.86853 4.31393
C -0.17164 1.18623 3.20846
N 0.07767 0.66003 1.99251
C 1.09725 -0.20353 1.86321
H 2.25787 -0.28028 5.03022
H 0.35171 1.31363 5.26961
H -1.00833 1.87126 3.28741
H 1.28158 -0.60820 0.87951
C 0.47010 -1.42892 -1.32350
Te 0.14192 0.66167 -1.57276
C 2.17679 0.92805 -1.00017
C 2.77243 -0.46193 -0.98000
C 4.14480 -0.61864 -0.80133
C 4.69907 -1.88592 -0.77131
C 3.88859 -3.00553 -0.92315
C 2.52559 -2.85529 -1.10555
C 1.96148 -1.58165 -1.13234
H 0.10455 -1.91789 -2.22600
H -0.12342 -1.78732 -0.48361
H 2.20603 1.42115 -0.02705
H 2.64397 1.58411 -1.73321
H 4.77866 0.25305 -0.69539
H 5.76638 -2.00230 -0.64170
H 4.32349 -3.99564 -0.91185
H 1.89678 -3.72740 -1.23590

[2]
39
Properties=species:S:1:pos:R:3 method="wB97M-V/def2-TZVPD" max_force_ev_per_a=1.57 spin_multiplicity=1 total_charge=0
N -0.70641 -0.01975 -0.14638
C -0.51547 0.81354 0.90478
C -0.13604 2.23878 0.57053
C 1.21917 2.25023 -0.08970
C 2.32739 2.19814 0.71922
C 3.62200 2.15479 0.18861
C 3.80529 2.15722 -1.16470
C 2.69913 2.20590 -2.03667
C 2.88056 2.20060 -3.43611
C 1.81323 2.24125 -4.28648
C 0.51220 2.29805 -3.76709
C 0.30201 2.30614 -2.41618
C 1.38034 2.25443 -1.50197
N -0.66818 0.60554 2.15245
O -1.07742 -0.63572 2.68419
C -0.56738 -1.80186 2.33847
O 0.24266 -2.00710 1.46448
C -1.20741 -2.90063 3.17968
C -2.38745 -3.40436 2.41654
C -2.42438 -4.40027 1.49002
C -3.70544 -4.57531 0.91935
C -4.61896 -3.70325 1.41337
S -3.93703 -2.64612 2.58646
H -0.37021 0.30287 -1.04103
H -0.59444 -1.01305 0.01191
H -0.90720 2.67000 -0.06629
H -0.10313 2.79964 1.50348
H 2.19333 2.18362 1.79085
H 4.46822 2.11541 0.85805
H 4.79803 2.11839 -1.58918
H 3.88930 2.16331 -3.82194
H 1.96080 2.23508 -5.35616
H -0.32876 2.33851 -4.44400
H -0.71353 2.36462 -2.05249
H -0.47834 -3.69988 3.31573
H -1.51267 -2.48646 4.13957
H -1.56578 -4.99170 1.22714
H -3.93058 -5.31929 0.17648
H -5.65744 -3.61134 1.16500

The E_HOMO results, record by record, are as follows: -14.49, -8.37 eV.
The HOMO-LUMO gap results, record by record, are as follows: 0.236, 0.322 hartree.
The energy above the lowest of the compared OMol25 structures with the same formula, charge and spin results, record by record, are as follows: 0.000, 1.966 eV.